Formula: C15H35N5O5
Source: the OMol25 dataset
Level of theory: the ωB97M-V functional and the def2-TZVPD basis

Element x y z (Å)
C1 -0.209 1.233 -1.768
O1 0.224 2.337 -1.578
N1 -0.437 0.350 -0.794
C2 -0.688 0.762 0.594
C3 -0.707 -1.073 -1.112
H1 -0.290 0.808 -2.780
H2 -1.020 0.069 1.368
H3 -1.328 1.636 0.475
H4 0.291 1.016 1.000
H5 -0.013 -1.668 -0.519
H6 -1.715 -1.317 -0.778
H7 -0.624 -1.260 -2.183
C4 3.373 2.488 -3.736
O2 4.031 3.526 -3.581
N2 3.194 1.886 -4.927
C5 2.492 0.646 -5.192
C6 3.778 2.427 -6.122
H8 2.783 1.979 -2.957
H9 1.986 0.103 -4.394
H10 3.172 -0.005 -5.740
H11 1.820 0.830 -6.030
H12 4.796 2.077 -6.293
H13 3.254 2.190 -7.048
H14 3.726 3.516 -6.090
C7 -4.635 -2.391 -1.205
O3 -5.203 -1.253 -1.237
N3 -4.675 -3.345 -0.253
C8 -3.997 -4.635 -0.442
C9 -5.187 -3.166 1.039
H15 -4.023 -2.698 -2.067
H16 -3.636 -4.946 -1.423
H17 -4.668 -5.456 -0.193
H18 -3.195 -4.783 0.282
H19 -5.948 -3.918 1.248
H20 -4.347 -3.253 1.727
H21 -5.715 -2.222 1.179
C10 2.390 -2.396 1.012
O4 1.701 -3.167 0.332
N4 3.148 -1.453 0.466
C11 3.886 -0.533 1.345
C12 3.068 -1.097 -0.929
H22 2.473 -2.525 2.102
H23 3.803 -0.877 2.376
H24 3.569 0.507 1.266
H25 4.973 -0.510 1.257
H26 2.311 -0.360 -1.199
H27 4.054 -0.855 -1.326
H28 2.799 -1.955 -1.545
C13 -0.868 2.571 4.052
O5 -0.787 3.394 3.170
N5 -1.235 2.770 5.339
C14 -1.190 1.633 6.293
C15 -1.672 3.987 5.866
H29 -0.571 1.528 3.861
H30 -2.183 1.324 6.619
H31 -0.506 1.846 7.115
H32 -0.782 0.718 5.862
H33 -0.802 4.237 6.474
H34 -1.712 4.841 5.190
H35 -2.527 3.885 6.534

LUMO level ... 0.0115 hartree
Relative energy (zero: lowest compared OMol25 entry of this formula, charge and spin) ... 4.2812 eV
Net charge ... 0
Maximum force ... 4.0 eV Å⁻¹
Orbital gap ... 0.3436 Eh
SMILES string ... CN(C)C=O.CN(C)C=O.CN(C)C=O.CN(C)C=O.CN(C)C=O